# 1
# C7H12

C7H12 in the gas phase (ωB97M-V/def2-TZVPD, the OMol25 dataset).

```
! RIJCOSX wB97M-V def2-TZVPD def2/J DEFGRID3
* xyz 0 1
C -2.023 -0.715 -0.078
C -1.123 0.523 0.032
C -0.295 0.953 -1.164
C 0.994 1.085 -0.871
C 1.298 0.384 0.428
C 1.684 -1.039 0.003
C -0.059 0.416 1.156
H -1.461 -1.657 -0.054
H -2.714 -0.731 0.774
H -2.624 -0.700 -0.993
H -1.784 1.376 0.227
H -0.731 1.164 -2.132
H 1.778 1.446 -1.534
H 2.088 0.869 1.011
H 0.848 -1.480 -0.558
H 1.909 -1.695 0.848
H 2.538 -1.017 -0.683
H -0.118 1.295 1.808
H -0.205 -0.476 1.779
*
```

Summary:
E (eV): -7453.0640
Kohn-Sham gap (eV): 10.2
Energy above the lowest of the compared OMol25 structures with the same formula, charge and spin (eV): 0.367
F_max (eV/A): 0.31
SMILES string: C[C@@H]1C=C[C@H](C)C1
LUMO (eV): 1.16
HOMO level (Ha): -0.3316

***

# 2
# C27H84O35P8

11 unconnected molecules or ions with the total composition C27H84O35P8 at a distorted geometry (ωB97M-V/def2-TZVPD, the OMol25 dataset).

```
! RIJCOSX wB97M-V def2-TZVPD def2/J DEFGRID3
* xyz 0 1
C -0.440 -6.947 -2.865
O -1.774 -7.400 -2.694
P -2.675 -6.727 -1.545
O -4.108 -7.052 -1.630
O -2.359 -5.166 -1.715
C -2.897 -4.297 -0.725
O -1.909 -7.141 -0.216
C -1.922 -8.428 0.364
H -0.321 -6.419 -3.814
H 0.246 -7.791 -2.855
H -0.116 -6.209 -2.129
H -3.615 -4.734 -0.030
H -3.485 -3.510 -1.209
H -2.123 -3.762 -0.175
H -2.419 -9.183 -0.248
H -2.319 -8.358 1.375
H -0.896 -8.799 0.459
C 0.300 0.727 -4.557
O -0.710 1.460 -5.278
P -0.180 2.728 -6.070
O 0.788 2.434 -7.145
O -1.530 3.414 -6.534
C -1.715 4.154 -7.737
O 0.398 3.698 -4.917
C 0.445 5.101 -5.078
H 0.351 1.029 -3.507
H 1.303 0.940 -4.926
H 0.000 -0.316 -4.632
H -2.536 3.687 -8.276
H -0.806 4.210 -8.333
H -2.025 5.167 -7.475
H 1.433 5.431 -5.395
H 0.152 5.541 -4.124
H -0.292 5.501 -5.781
C 5.240 -0.031 -0.551
O 4.915 0.879 -1.609
P 3.524 1.625 -1.739
O 2.434 1.167 -0.848
O 3.933 3.156 -1.618
C 3.196 4.198 -2.236
O 3.189 1.415 -3.291
C 4.204 1.661 -4.271
H 4.399 -0.271 0.098
H 6.069 0.360 0.034
H 5.524 -0.967 -1.030
H 2.897 4.974 -1.535
H 2.289 3.819 -2.720
H 3.779 4.628 -3.052
H 4.679 0.733 -4.583
H 4.990 2.310 -3.884
H 3.731 2.129 -5.131
C -0.110 5.887 0.716
O 0.349 4.643 1.254
P 0.674 4.509 2.805
O -0.480 4.547 3.713
O 1.513 3.163 2.878
C 1.010 1.961 2.309
O 1.818 5.602 3.095
C 3.066 5.439 2.412
H -0.227 6.653 1.481
H -1.077 5.735 0.233
H 0.583 6.217 -0.059
H 1.827 1.317 1.978
H 0.310 2.121 1.493
H 0.577 1.321 3.087
H 3.855 5.241 3.137
H 3.282 6.370 1.885
H 3.100 4.621 1.693
C 3.599 -5.168 3.664
O 3.341 -4.321 2.563
P 4.471 -4.125 1.436
O 4.712 -5.301 0.600
O 4.024 -2.815 0.672
C 2.862 -2.789 -0.142
O 5.747 -3.599 2.240
C 5.620 -2.598 3.273
H 2.957 -4.931 4.518
H 4.596 -5.111 4.101
H 3.321 -6.190 3.405
H 2.206 -3.657 -0.011
H 3.101 -2.758 -1.204
H 2.209 -1.962 0.141
H 6.425 -2.796 3.972
H 4.647 -2.668 3.762
H 5.633 -1.610 2.813
C -0.702 2.955 -1.110
O -1.457 3.178 -2.303
P -2.973 3.664 -2.206
O -3.240 4.766 -1.279
O -3.302 3.983 -3.751
C -4.529 4.664 -4.000
O -3.810 2.323 -1.887
C -3.695 1.227 -2.793
H 0.215 3.543 -1.079
H -0.310 1.940 -1.189
H -1.276 3.034 -0.189
H -5.162 4.882 -3.136
H -5.062 4.019 -4.697
H -4.403 5.654 -4.440
H -4.700 0.898 -3.059
H -3.197 0.388 -2.304
H -3.157 1.433 -3.719
C -2.388 1.977 4.696
O -3.350 1.113 4.097
P -3.197 0.660 2.587
O -2.176 -0.341 2.256
O -2.953 2.018 1.778
C -3.855 3.113 1.897
O -4.719 0.320 2.251
C -5.059 -0.142 0.954
H -1.538 2.211 4.056
H -2.011 1.514 5.610
H -2.857 2.907 5.014
H -3.365 3.905 2.469
H -4.796 2.848 2.378
H -4.053 3.531 0.909
H -5.906 -0.819 0.983
H -4.227 -0.591 0.404
H -5.319 0.711 0.315
C 0.937 1.087 6.652
O 1.293 -0.284 6.860
P 1.895 -1.088 5.621
O 3.101 -0.523 4.990
O 0.675 -1.222 4.620
C 0.853 -1.868 3.355
O 2.075 -2.529 6.260
C 0.986 -3.405 6.438
H 1.601 1.682 7.276
H -0.066 1.279 7.041
H 0.915 1.404 5.610
H 1.734 -2.500 3.256
H 0.824 -1.131 2.553
H -0.050 -2.465 3.224
H 1.058 -3.946 7.382
H 0.936 -4.193 5.679
H 0.015 -2.909 6.405
C -0.258 -0.636 -0.805
O -0.757 -1.488 0.220
H -1.077 -0.076 -1.270
H 0.458 0.023 -0.310
H 0.236 -1.193 -1.600
H -1.237 -0.956 0.876
C -3.797 -3.220 3.824
O -3.270 -3.119 2.517
H -3.011 -3.253 4.583
H -4.420 -2.361 4.111
H -4.482 -4.063 3.861
H -2.757 -2.304 2.462
C -0.661 -3.394 -3.684
O -0.040 -2.594 -4.688
H -1.326 -4.151 -4.104
H 0.070 -3.891 -3.042
H -1.253 -2.738 -3.048
H 0.551 -3.179 -5.172
*
```

Summary:
E (eV): -175352.2895
Kohn-Sham gap (eV): 10.2
Energy above the lowest of the compared OMol25 structures with the same formula, charge and spin (eV): 0.000
F_max (eV/A): 2.14
SMILES string: COP(=O)(OC)OC.COP(=O)(OC)OC.COP(=O)(OC)OC.COP(=O)(OC)OC.COP(=O)(OC)OC.COP(=O)(OC)OC.COP(=O)(OC)OC.COP(=O)(OC)OC.CO.CO.CO
LUMO (eV): 0.32
HOMO level (Ha): -0.3636

***

# 3
# CaClO4

A molecular structure, CaClO4 at a distorted geometry (ωB97M-V/def2-TZVPD, the OMol25 dataset).

```
! RIJCOSX wB97M-V def2-TZVPD def2/J DEFGRID3
* xyz 1 1
Ca 3.141 20.300 -13.026
Cl 5.738 20.046 -10.329
O 4.674 20.144 -9.399
O 6.435 18.792 -10.234
O 5.088 20.096 -11.669
O 6.656 21.150 -10.257
*
```

Summary:
E (eV): -39135.5965
Kohn-Sham gap (eV): 5.9
F_max (eV/A): 4.57
LUMO (eV): -7.54
HOMO level (Ha): -0.4932